--- one ---
Computed, not measured: a cluster of 10 separate species, H19O10 in total, with ωB97M-V/def2-TZVPD.

The geometry in XYZ format:
```
29
Properties=species:S:1:pos:R:3:mulliken_charge:R:1
O 2.4277 -2.9860 1.9517 -0.60
H 2.8120 -2.6372 1.2424 0.35
H 2.6081 2.3735 1.2492 0.35
O -1.5310 -3.2666 -2.6464 -0.64
H -0.9115 -3.0431 -2.0064 0.30
H 0.6241 2.1603 -0.2660 0.24
O -0.4038 2.0579 -2.6721 -0.63
H -2.1281 -2.5226 -2.8899 0.33
H -0.9890 2.8159 -2.5845 0.32
O -0.4740 -0.8900 1.3517 -0.74
H -2.8401 -1.5012 0.4467 0.24
H 1.9076 -2.4973 2.5190 0.29
O -2.5071 -1.0950 -0.3654 -0.64
H 3.6309 2.4060 0.1422 0.33
H 0.2129 -0.2721 0.9193 0.22
O 2.4348 -1.8532 -0.4967 -0.70
H 1.9651 -1.2465 0.0991 0.34
H 1.7787 -2.4244 -0.9194 0.33
O -0.1266 2.4667 2.3492 -0.70
H 0.4441 1.8614 2.8532 0.29
H -2.8937 1.4662 0.1112 0.32
O -3.5069 1.4008 -0.6570 -0.67
H -3.0520 0.6357 -1.1851 0.35
H -1.5533 -0.8474 -0.1625 0.45
O 3.5000 2.6804 1.1050 -0.68
H -0.4611 1.9027 -1.6914 0.28
O 0.1818 1.4255 -0.0239 -1.03
H -1.1686 -0.2824 1.5583 0.36
H 0.0539 2.1288 1.3969 0.35
```

- HOMO level: -6.08 eV
- 2S+1: 1
- Net charge: -1



--- two ---
Computed, not measured: a cluster of 10 separate species, H19O10 in total, with ωB97M-V/def2-TZVPD.

The geometry in XYZ format:
```
29
Properties=species:S:1:pos:R:3:mulliken_charge:R:1
O -0.0175 2.3824 1.4250 -0.63
H -0.3868 -1.7104 -2.3888 0.48
H 0.3933 2.5792 0.6174 0.30
O 3.2525 0.1038 -0.8380 -0.66
H 2.6127 -0.4722 -1.5064 0.32
H 1.0896 -0.5461 -2.8940 0.19
O -4.2709 -0.3814 0.5817 -0.64
H 3.4908 -0.7632 -0.4719 0.32
H -3.7263 -0.7783 1.2613 0.31
O -1.6952 -1.6263 0.1282 -0.47
H 0.2646 3.5631 -1.3992 0.31
H 0.3449 1.7070 1.9716 0.23
O 1.0922 3.1792 -1.6661 -0.68
H 0.8763 -0.3326 -0.1087 0.10
H -2.2852 -2.3772 0.0430 0.26
O 2.3471 0.2600 2.4451 -0.67
H 1.9052 1.0513 2.7470 0.31
H 2.4202 0.4768 1.4691 0.33
O -1.8383 -1.3446 2.9931 -0.62
H -1.0275 -1.8493 3.1950 0.31
H -0.6215 -1.9657 -3.8894 0.22
O -1.0549 -2.1778 -3.0638 -0.74
H 0.2799 1.0096 -0.5162 0.26
H 1.5384 2.3980 -1.1450 0.36
O 0.5612 0.5148 0.2604 -0.25
H -4.1344 0.5589 0.7509 0.30
O 0.9108 -1.1305 -2.1372 -1.06
H -0.9294 -1.7931 -0.4899 0.19
H -1.3917 -0.5355 2.6260 0.31
```

- HOMO level: -5.22 eV
- 2S+1: 1
- Net charge: -1



Which one is most stable, and which one is least stable? one is the most stable of them, while two is the least stable.



--- one ---
Computed, not measured: a cluster of 2 separate species, C4H5NO4 in total, with ωB97M-V/def2-TZVPD.

The geometry in XYZ format:
```
14
Properties=species:S:1:pos:R:3:mulliken_charge:R:1
C 1.2580 -0.8227 1.1099 0.01
C 1.1447 -0.6995 -1.4632 0.08
C 4.2256 0.7634 0.0370 0.76
C -0.9663 -0.2818 0.3238 -0.71
N 0.4510 -0.4678 0.0620 0.05
O 3.6798 1.1450 -0.8954 -0.40
O 2.4625 -1.0516 1.2709 -0.54
O 2.2012 -1.1565 -1.6346 -0.31
O 4.7964 0.4395 0.9719 -0.35
H 0.6724 -0.7641 2.0348 0.27
H 0.2810 -0.4233 -2.1221 0.35
H -1.6181 -1.0155 -0.2762 0.27
H -0.9963 -0.5475 1.4557 0.26
H -1.3476 0.6948 0.0689 0.28
```

- HOMO level: -9.77 eV
- 2S+1: 1
- SMILES: CN(C=O)C=O.O=C=O



--- two ---
Computed, not measured: a cluster of 2 separate species, C4H5NO4 in total, with ωB97M-V/def2-TZVPD.

The geometry in XYZ format:
```
14
Properties=species:S:1:pos:R:3:mulliken_charge:R:1
C -2.2538 -0.2496 -0.0859 -0.58
C -0.9286 -0.1824 -0.0548 0.68
C -3.3645 -0.8194 -0.1551 0.46
C -0.1757 1.1443 -0.0628 0.66
N 2.5293 -0.7713 0.1429 -0.81
O -0.1983 -1.2717 -0.2575 -0.47
O -4.5160 -1.1686 -0.0711 -0.52
O 0.9716 1.3068 -0.2590 -0.55
O -0.9617 2.1116 0.4222 -0.42
H 2.8282 -0.4613 -0.7903 0.27
H 0.7849 -1.0137 -0.3312 0.49
H 3.2316 -1.5788 0.2836 0.22
H 2.5280 0.0488 0.6664 0.25
H -0.4751 2.9051 0.5527 0.33
```

- HOMO level: -8.99 eV
- 2S+1: 1
- SMILES: O=C=C=C(O)C(=O)O.N



Which one is most stable, and which one is least stable? one is the most stable of them, while two is the least stable.



--- one ---
Computed, not measured: a structure of composition C4H7NO2S2, with ωB97M-V/def2-TZVPD.

The geometry in XYZ format:
```
16
Properties=species:S:1:pos:R:3:mulliken_charge:R:1
C -1.3136 -1.6409 0.3589 0.05
C -1.3851 2.4116 -0.0108 -0.80
C 1.8667 -1.7220 -0.4199 -0.94
C -1.1192 -0.2557 0.6782 -0.37
N -1.4552 -2.7205 -0.0120 -0.40
O 0.9099 0.5455 -1.3707 -0.55
O 1.8702 0.5845 0.9408 -0.62
S -2.0898 0.7620 -0.4052 0.05
S 1.0811 -0.1115 -0.0905 1.09
H -2.1385 3.1550 -0.3184 0.32
H -0.5296 2.8357 -0.5483 0.31
H -0.9856 2.3861 1.0421 0.27
H 2.9462 -1.4625 -0.5966 0.34
H 1.8216 -2.5840 0.4139 0.30
H 1.4285 -2.1853 -1.3055 0.36
H -0.9078 0.0019 1.6442 0.60
```

- HOMO level: -9.12 eV
- 2S+1: 1



--- two ---
Computed, not measured: an isolated molecule of C4H7NO2S2, with ωB97M-V/def2-TZVPD.

The geometry in XYZ format:
```
16
Properties=species:S:1:pos:R:3:mulliken_charge:R:1
C 2.1722 1.4320 0.2601 -0.12
C -0.0734 1.2746 -0.5266 0.11
C -1.5579 -1.4928 0.3376 -0.92
C -1.9926 -0.0287 -0.0477 -0.32
N 1.0690 1.7386 -0.2687 -0.25
O 1.3639 -0.8619 -0.4123 -0.52
O -0.8961 0.8177 0.4058 -0.27
S 4.3981 -0.5931 -0.3209 -0.41
S 2.5130 -0.3867 0.3532 0.34
H 2.7711 1.9714 0.8752 0.47
H -0.3009 1.3357 -1.6190 0.38
H -2.3004 -2.2411 0.6744 0.37
H -1.0792 -1.8603 -0.5784 0.25
H -0.8497 -1.3071 1.1215 0.27
H -2.8361 0.1155 0.7669 0.22
H -2.4010 0.0863 -1.0210 0.39
```

- HOMO level (spin up / spin down): -7.58 / -7.58 eV
- 2S+1: 1
- SMILES: CCO/C=N\C=S(=O)=S



Which one is most stable, and which one is least stable? one is the most stable of them, while two is the least stable.